# 1
{"formula": "C3H5N3", "method": "ωB97M-V with the def2-TZVPD basis set", "elements": ["C", "C", "C", "H", "H", "H", "H", "H", "N", "N", "N"], "coordinates": [[-0.4484, 0.4182, -0.1246], [-0.5629, -0.8664, 0.0091], [1.5683, -0.3348, 0.1158], [-2.1286, 1.5479, 0.1079], [-0.8156, 2.2708, -0.8487], [-1.4266, -1.4129, -0.0896], [1.0364, -2.2591, 0.8846], [2.5733, -0.1699, 0.2645], [-1.3308, 1.3763, -0.5713], [0.6887, -1.3556, 0.2259], [0.8462, 0.7855, 0.0263]], "atomic_forces_ev_per_a": [[1.301, 3.540, -0.587], [-0.313, -2.430, 0.981], [-3.966, 2.782, 0.884], [1.478, -0.001, -1.383], [-1.141, -1.817, 0.912], [-1.460, -1.589, -0.083], [-1.797, 3.125, -2.879], [2.169, -1.031, 0.408], [-1.676, 2.273, 0.539], [3.453, -4.971, 2.413], [1.950, 0.121, -1.205]], "lowdin_charge": [-0.502, -0.115, -0.183, 0.107, 0.113, 0.093, 0.240, 0.088, 0.064, 0.005, 0.089], "charge": 0, "homo_energy_ev": -8.17, "smiles": "Nc1c[nH]cn1", "gap_ev": 9.02, "e_lumo_ha": 0.0313}

---

# 2
{"formula": "C3H5N3", "method": "ωB97M-V with the def2-TZVPD basis set", "elements": ["C", "C", "C", "N", "N", "N", "H", "H", "H", "H", "H"], "coordinates": [[0.8669, 1.6370, 0.1419], [0.5398, 0.2290, -0.1311], [0.7074, -0.9465, -0.4535], [-1.2545, -1.8403, -0.2715], [-1.7833, -0.8300, 0.2564], [-1.5498, 0.2884, 0.4435], [0.2796, 2.3047, -0.4950], [1.9289, 1.8191, -0.0426], [0.6402, 1.8884, 1.1815], [1.1625, -1.8430, -0.8118], [-1.5376, -2.7067, 0.1822]], "atomic_forces_ev_per_a": [[0.066, 0.087, 0.003], [0.169, -0.439, -0.122], [0.113, 0.467, 0.051], [-0.177, 0.007, 0.098], [0.277, 1.049, 0.109], [-0.283, -1.207, -0.173], [0.058, -0.107, 0.090], [-0.123, 0.030, 0.031], [0.016, -0.031, -0.137], [-0.083, 0.109, 0.053], [-0.033, 0.036, -0.003]], "lowdin_charge": [-0.123, -0.236, 0.051, 0.048, -0.265, 0.177, 0.075, 0.074, 0.073, 0.044, 0.081], "charge": 0, "homo_energy_ev": -9.28, "gap_ev": 9.98, "e_lumo_ha": 0.0255}

---

# 3
{"formula": "C3H5N3O", "method": "ωB97M-V with the def2-TZVPD basis set", "elements": ["N", "C", "N", "C", "O", "C", "N", "H", "H", "H", "H", "H"], "coordinates": [[-1.8183, -0.8474, 0.9585], [-0.6947, -1.5737, 1.0716], [0.3068, -2.1534, 1.1929], [1.6063, 0.5034, 0.0436], [1.9008, -0.5221, -0.7003], [0.7105, 1.4263, -0.6826], [-0.5623, 1.3625, -0.5814], [-2.6258, -1.3758, 0.6501], [-1.6400, 0.0131, 0.4233], [2.4187, -1.1464, -0.1620], [1.2377, 2.2524, -1.1827], [-1.0030, 2.1564, -1.0437]], "atomic_forces_ev_per_a": [[0.098, -0.066, -0.088], [0.835, -0.580, 0.098], [-1.030, 0.535, -0.065], [-0.057, -0.141, -0.360], [-0.029, 0.216, 0.347], [-0.272, 0.049, 0.104], [0.420, 0.156, -0.083], [0.161, 0.082, 0.062], [-0.023, -0.108, 0.041], [-0.094, 0.030, -0.103], [-0.051, -0.077, 0.043], [0.042, -0.096, 0.002]], "lowdin_charge": [0.084, -0.387, 0.117, -0.071, 0.021, -0.248, 0.068, 0.097, 0.043, 0.106, 0.113, 0.058], "charge": 0, "homo_energy_ev": -9.02, "gap_ev": 9.36, "e_lumo_ha": 0.0124}

---

# 4
{"formula": "C3H5N3O", "method": "ωB97M-V with the def2-TZVPD basis set", "elements": ["C", "C", "C", "H", "H", "H", "H", "H", "N", "N", "N", "O"], "coordinates": [[-0.3062, 0.9641, 0.4798], [-0.6764, -0.3463, 1.2187], [0.0818, -1.1646, -0.7922], [-1.7208, -0.1238, 1.5102], [-0.1182, -0.2350, 2.1147], [0.2081, -2.1588, -1.3952], [1.7274, -0.3032, -1.5728], [0.7606, 1.9558, -0.8646], [-0.5981, -1.3589, 0.1664], [0.7431, -0.1398, -1.2178], [0.7888, 0.9328, -0.3710], [-0.8900, 1.9777, 0.7238]], "atomic_forces_ev_per_a": [[-0.225, -0.608, 1.889], [-1.587, 3.010, -3.023], [1.922, -5.951, -4.789], [0.405, -0.637, -0.137], [1.106, -1.486, 0.800], [0.038, 2.134, 0.069], [-1.867, -0.286, 0.303], [0.168, -3.317, 1.005], [-3.561, -1.424, 7.180], [4.754, 2.241, -3.275], [-0.844, 4.838, 0.014], [-0.309, 1.487, -0.036]], "lowdin_charge": [-0.496, -0.094, -0.371, 0.122, 0.109, 0.157, 0.178, 0.216, 0.064, -0.014, 0.044, 0.085], "charge": 0, "homo_energy_ev": -8.96, "smiles": "O=C1CN=CNN1", "gap_ev": 9.61, "e_lumo_ha": 0.0239}

---

# 5
{"formula": "C3H5N3O", "method": "ωB97M-V with the def2-TZVPD basis set", "elements": ["O", "C", "C", "N", "N", "C", "N", "H", "H", "H", "H", "H"], "coordinates": [[1.4092, 2.2571, 1.1304], [0.5982, 1.3944, 0.3781], [0.9041, -0.0304, 0.6438], [1.1805, -1.1348, 0.8479], [-1.3999, -2.5605, -0.0322], [-1.4802, -1.5273, -0.6755], [-1.6734, -0.4414, -1.2258], [2.3292, 2.1215, 0.8694], [0.6753, 1.5603, -0.7052], [-0.4391, 1.5840, 0.6622], [-0.4842, -2.7919, 0.3450], [-1.6197, -0.4308, -2.2380]], "atomic_forces_ev_per_a": [[0.261, 0.034, -0.048], [-0.245, -0.151, -0.138], [0.262, -0.946, 0.173], [-0.229, 1.097, -0.189], [-0.077, 0.540, -0.319], [-0.001, -0.097, 0.053], [0.037, -0.460, 0.224], [-0.117, 0.077, 0.086], [0.008, -0.034, 0.177], [0.124, -0.064, -0.038], [-0.046, 0.028, -0.036], [0.023, -0.024, 0.054]], "lowdin_charge": [-0.043, -0.261, -0.182, 0.152, 0.145, -0.397, 0.127, 0.099, 0.122, 0.124, 0.046, 0.069], "charge": 0, "homo_energy_ev": -10.56, "smiles": "N#CCO.N=C=N", "gap_ev": 11.06, "e_lumo_ha": 0.0183}

---

# 6
{"formula": "C3H5N3O", "method": "ωB97M-V with the def2-TZVPD basis set", "elements": ["N", "C", "C", "N", "C", "O", "N", "H", "H", "H", "H", "H"], "coordinates": [[2.1173, 0.1827, -0.1471], [0.7635, 0.1618, 0.2071], [-0.0996, 1.1789, -0.0356], [-1.3747, 0.6895, -0.0673], [-1.4570, -0.6712, 0.1612], [-2.4993, -1.2689, 0.3739], [-0.1563, -1.1092, 0.1318], [2.1710, -0.3554, -1.0041], [2.8150, -0.1300, 0.5260], [0.0479, 2.2290, -0.2954], [-2.2131, 1.2258, -0.1294], [-0.1148, -2.1328, 0.2790]], "atomic_forces_ev_per_a": [[-0.123, -0.534, 0.022], [-1.299, -1.247, -1.011], [0.041, -0.470, 0.116], [-0.627, 0.086, 0.099], [-0.030, 0.525, -0.043], [0.413, -0.317, -0.275], [0.274, 1.033, 0.530], [0.676, 0.106, -0.037], [-0.550, -0.083, -0.084], [0.451, -0.574, 0.328], [-0.237, 0.261, 0.127], [1.011, 1.214, 0.229]], "lowdin_charge": [0.054, -0.274, -0.061, 0.090, -0.587, 0.029, 0.151, 0.084, 0.081, 0.131, 0.146, 0.155], "charge": 0, "homo_energy_ev": -8.28, "smiles": "Nc1c[nH]c(=O)[nH]1", "gap_ev": 9.06, "e_lumo_ha": 0.0286}

---

# 7
{"formula": "C3H5N3O", "method": "ωB97M-V with the def2-TZVPD basis set", "elements": ["O", "C", "C", "N", "N", "C", "N", "H", "H", "H", "H", "H"], "coordinates": [[1.3776, -0.7910, -1.6463], [1.8355, 0.4026, -1.0859], [-0.2834, 0.7332, -0.1133], [-1.5021, 0.5002, -0.1178], [-2.0572, -0.1297, 1.0091], [-1.5163, -0.0969, 2.1914], [0.8594, 1.1079, -0.2703], [0.6966, -0.5797, -2.2992], [2.1509, 1.1260, -1.8482], [2.6957, 0.1522, -0.4638], [-2.9545, -0.5249, 0.7380], [-2.2348, -0.6299, 2.8419]], "atomic_forces_ev_per_a": [[-0.193, 0.028, -0.155], [0.305, 0.136, 0.048], [0.180, 0.155, -0.119], [0.424, 0.210, -0.094], [0.144, -0.037, 0.455], [-0.422, -0.174, -0.383], [-0.687, -0.168, 0.039], [0.123, -0.120, 0.056], [0.006, -0.146, 0.067], [-0.123, 0.044, -0.010], [0.104, 0.044, 0.148], [0.140, 0.028, -0.052]], "lowdin_charge": [-0.036, -0.280, -0.223, 0.072, -0.164, 0.012, 0.141, 0.096, 0.123, 0.125, 0.130, 0.003], "charge": 0, "homo_energy_ev": -8.94, "gap_ev": 9.68, "e_lumo_ha": 0.0271}

---

# 8
{"formula": "C3H5N3O", "method": "ωB97M-V with the def2-TZVPD basis set", "elements": ["O", "C", "C", "N", "N", "C", "N", "H", "H", "H", "H", "H"], "coordinates": [[0.1692, -0.0290, -1.6158], [-0.0986, 1.2899, -1.3332], [-0.2271, 0.8224, 0.0800], [-1.2269, -0.2276, 0.0869], [-0.7535, -1.0732, 0.8874], [0.6875, -0.7608, 1.0994], [0.7287, 0.6446, 0.9328], [1.0967, -1.1321, 0.1281], [-1.0156, 1.6566, -1.8056], [0.7364, 1.9921, -1.4432], [-1.2263, -1.9623, 1.0034], [1.1296, -1.2206, 1.9800]], "atomic_forces_ev_per_a": [[-0.191, -0.005, -0.250], [-0.196, 0.460, -0.031], [0.340, 0.002, -0.152], [0.161, -0.352, 0.288], [-0.134, 0.114, -0.396], [0.120, -0.203, 0.267], [-0.144, 0.003, -0.224], [0.243, -0.350, 0.437], [0.014, 0.193, 0.114], [-0.102, -0.108, -0.069], [0.039, 0.075, -0.041], [-0.148, 0.171, 0.058]], "lowdin_charge": [-0.155, -0.269, -0.349, 0.182, 0.045, -0.183, 0.086, 0.140, 0.103, 0.114, 0.167, 0.119], "charge": 0, "homo_energy_ev": [-8.91, -8.89], "gap_ev": [8.17, 8.15], "e_lumo_ha": [-0.0273, -0.0273]}

---

# 9
{"formula": "C3H5N3O", "method": "ωB97M-V with the def2-TZVPD basis set", "elements": ["C", "C", "C", "N", "N", "N", "O", "H", "H", "H", "H", "H"], "coordinates": [[-0.7663, -1.0713, 1.0241], [-0.3282, -0.6455, -0.2916], [0.2649, 0.5879, -0.1021], [-0.4627, -0.1931, 1.9272], [0.1553, 0.8080, 1.2583], [0.8159, 1.5122, -0.9940], [-0.4039, -1.3744, -1.4891], [-1.4212, -1.8064, 1.2014], [0.6792, 1.5858, 1.8232], [0.1806, 1.6197, -1.7897], [1.7056, 1.2187, -1.4107], [-0.4192, -2.2415, -1.1569]], "atomic_forces_ev_per_a": [[1.705, 2.459, -3.122], [0.071, -0.103, 0.586], [-0.371, -1.362, 0.736], [0.847, 1.493, 0.377], [1.386, 1.902, 1.352], [0.181, 0.272, -0.876], [-0.012, 2.462, 0.759], [-1.956, -2.955, 0.921], [-1.635, -2.152, -1.696], [0.228, 0.125, 0.400], [-0.352, -0.019, 0.498], [-0.091, -2.123, 0.065]], "lowdin_charge": [-0.115, -0.227, -0.320, 0.018, -0.004, 0.088, 0.042, 0.068, 0.203, 0.092, 0.092, 0.063], "charge": 0, "homo_energy_ev": -8.55, "smiles": "Nc1[nH]ncc1O", "gap_ev": 9.31, "e_lumo_ha": 0.0280}

---

# 10
{"formula": "C3H5N3O", "method": "ωB97M-V with the def2-TZVPD basis set", "elements": ["O", "C", "C", "N", "N", "C", "N", "H", "H", "H", "H", "H"], "coordinates": [[-2.7447, 0.8115, -0.2373], [-1.6955, -0.0535, 0.0406], [-0.1724, 0.3184, -0.1733], [0.4461, 1.2956, -0.7077], [2.3545, 0.4152, -0.4704], [1.8353, -0.6213, 0.1088], [0.5473, -0.7734, 0.3194], [-2.8361, 0.9291, -1.1898], [-1.7712, -1.0130, -0.4934], [-1.7511, -0.2858, 1.1080], [3.3846, 0.3955, -0.5953], [2.4097, -1.4732, 0.4709]], "atomic_forces_ev_per_a": [[0.367, 0.361, -0.301], [0.378, -0.064, 0.076], [1.128, -0.467, 0.094], [0.576, -0.822, 0.237], [-1.243, -0.107, 0.178], [-0.387, -0.259, 0.156], [-0.422, 0.095, -0.045], [0.023, -0.015, 0.074], [0.063, 0.279, 0.022], [0.160, 0.104, -0.191], [-1.029, 0.700, -0.185], [0.388, 0.195, -0.115]], "lowdin_charge": [-0.035, -0.193, -0.411, 0.284, 0.110, -0.362, 0.045, 0.099, 0.125, 0.125, 0.092, 0.122], "charge": 0, "homo_energy_ev": -9.47, "gap_ev": 8.11, "e_lumo_ha": -0.0499}

---

In the order shown, the computed energy relative to the best compared isomer or geometry (same formula, charge and spin) values come out to 33.5, 113.5, 99.2, 80.5, 48.0, 24.2, 116.0, 130.7, 48.2, 103.7 kcal/mol.